(P)
{"formula": "C4H7NO", "method": "wB97M-V/def2-TZVPD", "lumo_ev": [-0.711, -0.713], "homo_ev": [-9.506, -9.439], "gap_ev": [8.796, 8.726], "multiplicity": 1, "species": ["N", "C", "O", "C", "C", "C", "H", "H", "H", "H", "H", "H", "H"], "positions_angstrom": [[-0.89, -0.35, -2.55], [-1.00, 0.11, -1.39], [0.11, 0.30, -0.64], [-0.04, 0.62, 0.69], [-0.73, -0.12, 1.56], [2.64, 0.05, 0.46], [-1.80, -0.38, -3.00], [-1.92, 0.42, -0.88], [0.50, 1.52, 0.96], [-0.79, 0.19, 2.60], [-1.22, -1.05, 1.27], [2.60, -0.64, -0.41], [2.53, -0.66, 1.32]], "nbo_charge": [-0.6541, 0.3923, -0.5078, 0.1070, -0.4652, -0.1830, 0.3480, 0.1461, 0.2172, 0.2204, 0.2117, 0.0910, 0.0763]}


(Q)
{"formula": "C4H7NO", "method": "wB97M-V/def2-TZVPD", "lumo_ev": 0.920, "homo_ev": -7.609, "gap_ev": 8.529, "multiplicity": 1, "species": ["C", "C", "C", "N", "C", "O", "H", "H", "H", "H", "H", "H", "H"], "positions_angstrom": [[-1.70, -0.03, 0.53], [-0.52, -0.85, 0.07], [0.22, -0.52, -1.22], [0.79, -0.23, 0.08], [1.53, 0.76, 0.39], [2.14, 1.39, -0.59], [-1.76, 0.04, 1.62], [-2.62, -0.50, 0.17], [-1.64, 0.98, 0.09], [-0.48, -1.86, 0.48], [0.71, -1.41, -1.63], [1.61, 1.10, -1.39], [1.70, 1.12, 1.40]], "nbo_charge": [-0.6286, -0.0520, -0.4915, -0.3584, 0.4695, -0.6440, 0.2048, 0.2247, 0.2216, 0.1942, 0.1717, 0.5040, 0.1839]}


The structure with the most favorable energy is (Q); the runner-up is 53.1 kcal/mol above it.


(P)
{"formula": "C4H7NO", "method": "wB97M-V/def2-TZVPD", "lumo_ev": 0.892, "homo_ev": -9.614, "gap_ev": 10.506, "multiplicity": 1, "species": ["C", "C", "C", "N", "C", "O", "H", "H", "H", "H", "H", "H", "H"], "positions_angstrom": [[-1.60, -0.04, 0.48], [-0.30, -0.69, 0.07], [0.31, -0.29, -1.26], [0.89, 0.07, -0.02], [1.85, 0.78, 0.61], [2.75, 1.38, 0.06], [-1.72, -0.04, 1.57], [-2.44, -0.60, 0.04], [-1.64, 0.99, 0.13], [-0.19, -1.73, 0.39], [0.83, -1.02, -1.87], [-0.22, 0.49, -1.82], [1.74, 0.73, 1.71]], "nbo_charge": [-0.6250, -0.0295, -0.2113, -0.4472, 0.5393, -0.5947, 0.2174, 0.2187, 0.2167, 0.1981, 0.2053, 0.1989, 0.1134]}


(Q)
{"formula": "C4H7NO", "method": "wB97M-V/def2-TZVPD", "lumo_ev": 0.821, "homo_ev": -9.722, "gap_ev": 10.544, "multiplicity": 1, "species": ["C", "C", "O", "N", "C", "C", "H", "H", "H", "H", "H", "H", "H"], "positions_angstrom": [[1.68, -0.61, -0.18], [0.85, 0.42, -0.14], [1.32, 1.55, 0.13], [-0.31, 0.21, -0.68], [-1.20, -0.49, 0.29], [-1.45, 0.88, -0.19], [2.62, -0.34, 0.22], [1.26, -1.43, 0.65], [1.59, -1.12, -1.29], [-2.11, -1.23, 0.21], [-0.57, -0.44, 1.36], [-2.33, 0.80, -0.82], [-1.35, 1.80, 0.43]], "nbo_charge": [-0.6672, 0.5905, -0.5892, -0.4165, -0.2650, -0.2482, 0.2506, 0.2233, 0.2571, 0.2397, 0.1943, 0.2023, 0.2283]}


The structure with the most favorable energy is (P); the runner-up is 59.0 kcal/mol above it.